Record 1
{"formula": "C19H34N4OS", "method": "the ωB97M-V functional and the def2-TZVPD basis", "max_force_ev_per_a": 0.947, "e_above_lowest_kcal_mol": 3.1, "gap_ev": 8.174, "multiplicity": 1, "smiles": "CC(C)CCN1CCN(Cc2cnc(N3CCCC3)s2)C[C@@H]1CCO", "species": ["C", "C", "C", "C", "C", "N", "C", "C", "N", "C", "C", "C", "N", "C", "N", "C", "C", "C", "C", "S", "C", "C", "C", "C", "O", "H", "H", "H", "H", "H", "H", "H", "H", "H", "H", "H", "H", "H", "H", "H", "H", "H", "H", "H", "H", "H", "H", "H", "H", "H", "H", "H", "H", "H", "H", "H", "H", "H", "H"], "coordinates": [[-6.062, -2.002, -0.804], [-5.583, -0.559, -0.648], [-5.806, 0.204, -1.951], [-4.110, -0.544, -0.224], [-3.618, 0.850, 0.198], [-2.279, 0.951, 0.728], [-2.033, 0.399, 2.042], [-1.401, -1.000, 2.043], [-0.213, -0.966, 1.218], [0.602, -2.162, 1.311], [1.931, -1.920, 0.687], [2.582, -2.610, -0.279], [3.791, -2.130, -0.670], [4.097, -1.054, -0.023], [5.226, -0.356, -0.182], [5.483, 0.908, 0.468], [6.869, 1.298, -0.042], [6.911, 0.667, -1.434], [6.189, -0.660, -1.221], [2.886, -0.532, 1.160], [-0.587, -0.651, -0.146], [-1.177, 0.767, -0.197], [-0.058, 1.780, 0.095], [-0.568, 3.219, 0.101], [0.452, 4.151, 0.387], [-5.946, -2.552, 0.127], [-5.487, -2.510, -1.577], [-7.112, -2.028, -1.087], [-6.174, -0.082, 0.142], [-5.559, 1.256, -1.838], [-6.849, 0.134, -2.254], [-5.191, -0.214, -2.745], [-3.498, -0.914, -1.049], [-3.989, -1.226, 0.620], [-3.666, 1.527, -0.660], [-4.296, 1.242, 0.964], [-2.971, 0.381, 2.599], [-1.340, 1.070, 2.563], [-1.117, -1.261, 3.066], [-2.121, -1.758, 1.682], [0.134, -3.039, 0.825], [0.729, -2.392, 2.376], [2.213, -3.505, -0.749], [5.446, 0.795, 1.556], [4.725, 1.648, 0.179], [7.011, 2.376, -0.062], [7.639, 0.855, 0.590], [7.925, 0.533, -1.805], [6.357, 1.286, -2.141], [5.677, -1.034, -2.110], [6.878, -1.438, -0.871], [0.304, -0.695, -0.776], [-1.316, -1.386, -0.535], [-1.557, 0.954, -1.207], [0.388, 1.540, 1.062], [0.719, 1.677, -0.664], [-0.943, 3.494, -0.888], [-1.392, 3.311, 0.821], [0.855, 3.905, 1.227]], "atomic_forces_ev_per_a": [[-0.02, 0.28, 0.14], [0.16, -0.22, -0.16], [-0.04, 0.02, 0.31], [-0.24, 0.36, 0.16], [-0.06, -0.22, -0.09], [-0.08, -0.10, 0.02], [0.07, -0.14, 0.09], [-0.16, 0.17, 0.12], [-0.05, -0.08, 0.07], [0.05, -0.01, 0.08], [0.13, -0.13, -0.07], [-0.45, 0.22, 0.50], [0.70, -0.18, -0.61], [-0.58, 0.19, 0.71], [0.31, 0.24, -0.08], [-0.12, 0.26, 0.24], [-0.08, 0.01, -0.06], [-0.03, -0.09, 0.13], [0.17, -0.26, -0.30], [0.16, -0.37, -0.48], [-0.09, 0.20, -0.26], [0.40, 0.03, -0.03], [-0.38, 0.28, -0.21], [-0.23, -0.43, 0.08], [0.44, 0.28, 0.15], [0.01, -0.11, 0.07], [0.07, -0.09, -0.10], [-0.12, -0.07, -0.05], [0.02, 0.00, 0.01], [0.02, 0.14, -0.09], [-0.09, 0.03, -0.09], [0.09, -0.05, -0.13], [0.06, -0.12, -0.03], [0.07, -0.07, -0.01], [-0.11, 0.03, 0.03], [-0.07, 0.04, -0.08], [0.00, 0.05, 0.03], [-0.03, -0.08, 0.15], [-0.02, -0.02, -0.01], [0.04, 0.03, 0.04], [0.04, 0.05, 0.08], [-0.11, -0.05, -0.08], [-0.19, -0.16, -0.04], [0.02, 0.07, -0.01], [0.03, 0.02, 0.04], [0.03, 0.02, 0.07], [0.03, 0.01, 0.04], [0.01, 0.01, -0.06], [-0.01, 0.01, -0.05], [0.07, -0.01, 0.05], [-0.02, 0.00, -0.12], [-0.04, -0.01, -0.01], [0.05, 0.02, 0.03], [-0.01, -0.03, 0.02], [0.09, 0.02, 0.03], [0.10, -0.02, 0.03], [-0.07, -0.04, 0.03], [0.06, -0.01, -0.17], [-0.03, 0.04, -0.07]]}


Record 2
{"formula": "C7H14N2O5", "method": "the ωB97M-V functional and the def2-TZVPD basis", "max_force_ev_per_a": 5.152, "e_above_lowest_kcal_mol": 25.5, "gap_ev": 10.189, "multiplicity": 1, "smiles": "C[C@@H](O)[C@H](NC(=O)[C@@H](N)CO)C(=O)O", "species": ["C", "C", "O", "C", "N", "C", "O", "C", "N", "C", "O", "C", "O", "O", "H", "H", "H", "H", "H", "H", "H", "H", "H", "H", "H", "H", "H", "H"], "coordinates": [[-1.194, -2.766, -1.813], [-1.142, -2.009, -0.505], [-0.297, -2.714, 0.336], [-0.603, -0.590, -0.563], [-0.672, -0.051, 0.791], [0.131, 0.738, 1.507], [-0.117, 0.924, 2.632], [1.443, 1.183, 0.869], [1.126, 1.601, -0.530], [2.084, 2.228, 1.785], [2.756, 1.578, 2.909], [-1.508, 0.344, -1.422], [-2.156, 1.278, -0.959], [-1.625, 0.002, -2.731], [-1.189, -3.815, -1.636], [-0.243, -2.523, -2.407], [-2.010, -2.314, -2.432], [-2.149, -2.000, -0.047], [-0.269, -2.199, 1.147], [0.430, -0.616, -0.896], [-1.587, -0.015, 1.228], [2.033, 0.246, 0.869], [0.712, 2.509, -0.540], [1.950, 1.616, -1.106], [2.833, 2.839, 1.308], [1.228, 2.892, 2.188], [2.129, 0.930, 3.248], [-2.091, 0.701, -3.231]], "atomic_forces_ev_per_a": [[1.12, 2.59, -1.71], [-0.74, -0.51, -0.13], [0.71, -0.72, 0.71], [-1.23, 1.41, -0.05], [-1.29, -1.11, -0.96], [2.35, -0.93, -3.44], [-0.97, 1.50, 4.83], [-0.43, 0.17, -0.92], [0.72, -0.64, 0.95], [-0.94, -0.12, 1.80], [-0.48, 0.51, -1.15], [-1.19, 1.39, 0.04], [1.29, -1.57, -0.67], [0.64, 0.09, 0.22], [-0.54, -0.76, 0.03], [-1.12, -0.44, 0.80], [0.49, -1.12, 0.46], [0.04, 0.20, -0.24], [0.25, -0.08, 0.41], [-0.20, 0.08, -0.24], [-0.12, -0.45, -0.31], [0.15, 0.57, -0.29], [-0.27, 0.61, 0.02], [0.32, 0.14, -0.06], [0.17, 0.06, -0.32], [1.39, -0.78, -0.62], [-0.14, 0.16, 0.23], [0.04, -0.24, 0.63]]}


Record 3
{"formula": "C6H13N", "method": "the ωB97M-V functional and the def2-TZVPD basis", "max_force_ev_per_a": 3.159, "e_above_lowest_kcal_mol": 83.2, "gap_ev": 8.538, "multiplicity": 1, "species": ["C", "C", "N", "C", "C", "C", "C", "H", "H", "H", "H", "H", "H", "H", "H", "H", "H", "H", "H", "H"], "coordinates": [[-1.320, 1.737, 0.218], [-0.674, 0.384, 0.433], [-1.059, -0.596, -0.512], [-1.290, -1.930, 0.026], [0.676, 0.183, -0.149], [1.594, -0.948, 0.241], [1.360, 1.215, -0.947], [-2.339, 1.719, 0.611], [-0.758, 2.521, 0.738], [-1.381, 1.971, -0.850], [-0.713, 0.072, 1.483], [-0.509, -2.633, -0.297], [-1.339, -1.984, 1.132], [-2.239, -2.343, -0.358], [2.668, -0.706, 0.315], [1.277, -1.390, 1.184], [1.488, -1.692, -0.553], [0.863, 2.130, -1.266], [2.141, 0.897, -1.679], [1.554, 1.393, 0.229]], "atomic_forces_ev_per_a": [[-0.04, 0.13, 0.12], [0.48, 0.58, 0.64], [1.08, 0.02, -0.38], [0.25, -0.14, -0.08], [-2.20, -1.98, -1.11], [-0.43, -0.31, 0.09], [-0.01, 0.36, 1.65], [0.07, 0.02, -0.01], [-0.13, 0.03, -0.06], [0.06, -0.09, 0.23], [-0.18, 0.01, 0.12], [-0.06, -0.03, 0.07], [0.07, 0.16, -0.28], [0.26, 0.29, -0.01], [-0.57, 0.32, -0.08], [0.03, -0.16, -0.01], [0.19, -0.27, 0.17], [-0.38, -0.46, -0.04], [-0.32, 0.22, 1.20], [1.83, 1.28, -2.22]]}


Record 4
{"formula": "C6H9N", "method": "the ωB97M-V functional and the def2-TZVPD basis", "max_force_ev_per_a": 0.602, "e_above_lowest_kcal_mol": 64.8, "gap_ev": 10.427, "multiplicity": 1, "smiles": "CC#CC[C@H]1CN1", "species": ["C", "C", "C", "C", "C", "C", "N", "H", "H", "H", "H", "H", "H", "H", "H", "H"], "coordinates": [[2.681, 0.725, 2.086], [1.738, 0.110, 1.152], [0.958, -0.392, 0.383], [0.001, -1.006, -0.543], [-1.402, -0.476, -0.321], [-1.889, 0.714, -1.035], [-2.336, -0.627, -1.432], [2.688, 1.813, 1.966], [3.701, 0.361, 1.921], [2.409, 0.501, 3.123], [0.005, -2.096, -0.417], [0.315, -0.819, -1.578], [-1.788, -0.608, 0.690], [-1.227, 1.235, -1.726], [-2.602, 1.351, -0.519], [-3.274, -0.790, -1.073]], "atomic_forces_ev_per_a": [[0.07, 0.06, 0.07], [-0.36, -0.23, -0.33], [0.45, 0.17, 0.37], [0.00, -0.04, -0.05], [0.12, -0.05, 0.24], [0.01, 0.38, 0.02], [-0.16, -0.05, 0.02], [0.01, -0.14, 0.03], [-0.18, 0.04, -0.01], [0.03, 0.03, -0.16], [0.00, 0.13, 0.03], [-0.18, 0.03, 0.15], [0.10, -0.09, -0.18], [-0.18, -0.20, 0.02], [0.11, -0.03, -0.08], [0.17, -0.01, -0.15]]}


Record 5
{"formula": "C5H14N2O2", "method": "the ωB97M-V functional and the def2-TZVPD basis", "max_force_ev_per_a": 3.766, "e_above_lowest_kcal_mol": 59.0, "gap_ev": 10.092, "multiplicity": 1, "smiles": "CN[C@@](C)(N)COCO", "species": ["C", "N", "C", "C", "N", "C", "O", "C", "O", "H", "H", "H", "H", "H", "H", "H", "H", "H", "H", "H", "H", "H", "H"], "coordinates": [[0.907, -1.396, -1.942], [0.782, -1.063, -0.529], [-0.468, -0.381, -0.050], [-1.718, -0.853, -0.783], [-0.374, -0.863, 1.332], [-0.320, 1.159, -0.135], [0.965, 1.559, 0.310], [1.030, 2.113, 1.623], [0.289, 1.434, 2.566], [1.913, -1.775, -2.118], [0.761, -0.528, -2.596], [0.180, -2.165, -2.209], [1.550, -0.447, -0.259], [-2.593, -0.437, -0.285], [-1.717, -0.540, -1.826], [-1.794, -1.939, -0.743], [0.440, -1.634, 0.940], [-1.291, -1.093, 1.699], [-0.415, 1.479, -1.178], [-1.112, 1.624, 0.457], [2.109, 2.112, 1.847], [0.672, 3.155, 1.602], [0.200, 0.477, 2.277]], "atomic_forces_ev_per_a": [[-0.10, 0.24, -0.01], [0.04, 0.56, -1.04], [0.76, -0.05, -0.18], [0.33, 0.04, 0.18], [1.82, -1.05, -0.98], [0.06, -0.22, -0.09], [-0.15, -0.20, 0.10], [0.26, 0.39, -0.01], [-0.09, -0.26, -0.06], [-0.05, -0.10, -0.03], [-0.03, -0.04, -0.08], [0.14, 0.04, -0.04], [-0.14, 0.01, -0.06], [-0.07, 0.06, -0.05], [-0.07, 0.05, -0.03], [0.02, -0.05, 0.01], [-2.85, 1.08, 2.21], [0.29, -0.65, 0.14], [-0.03, 0.00, 0.04], [0.00, 0.04, -0.03], [-0.20, -0.01, -0.05], [0.02, -0.16, -0.02], [0.03, 0.29, 0.08]]}


Record 6
{"formula": "C4H9NO2", "method": "the ωB97M-V functional and the def2-TZVPD basis", "max_force_ev_per_a": 5.868, "e_above_lowest_kcal_mol": 190.7, "gap_ev": [6.981, 6.988], "multiplicity": 1, "species": ["C", "C", "C", "C", "N", "O", "O", "H", "H", "H", "H", "H", "H", "H", "H", "H"], "coordinates": [[0.424, -0.559, 0.398], [-0.667, 0.316, -0.007], [1.710, 1.799, -0.126], [1.107, 0.856, 0.886], [-2.080, -2.301, -0.592], [-1.607, -1.036, -0.797], [1.370, 0.966, 2.078], [-2.964, -2.312, -1.111], [-2.187, -3.270, -0.294], [1.001, -1.015, -0.401], [0.225, -1.167, 1.277], [-1.338, 0.724, 0.743], [-0.574, 0.854, -0.947], [1.107, 2.710, -0.160], [2.723, 2.070, 0.181], [1.749, 1.366, -1.126]], "atomic_forces_ev_per_a": [[1.35, 4.01, 1.10], [-3.47, -4.61, -1.06], [-0.38, 0.23, -0.24], [3.39, -2.68, 2.27], [-4.79, -1.19, -1.58], [2.01, 2.12, -1.43], [-1.00, 0.56, -1.32], [0.19, 0.83, 0.31], [2.96, 0.56, 1.76], [-0.26, 0.07, -0.08], [0.07, 0.10, -0.16], [0.30, 0.12, 0.06], [-0.13, -0.09, 0.28], [0.10, 0.06, -0.10], [-0.24, -0.09, 0.15], [-0.10, 0.00, 0.03]]}


Record 7
{"formula": "C3H8O2", "method": "the ωB97M-V functional and the def2-TZVPD basis", "max_force_ev_per_a": 1.177, "e_above_lowest_kcal_mol": 10.8, "gap_ev": 10.884, "multiplicity": 1, "smiles": "CC(C)=O.O", "species": ["C", "C", "C", "O", "H", "H", "H", "H", "H", "H", "O", "H", "H"], "coordinates": [[0.624, -1.790, 0.561], [0.333, -0.433, -0.026], [-0.789, 0.328, 0.602], [1.026, 0.039, -0.910], [-0.131, -2.477, 0.165], [0.540, -1.818, 1.654], [1.614, -2.118, 0.251], [-0.188, 0.643, 1.491], [-1.182, 1.133, -0.032], [-1.636, -0.246, 0.984], [-0.082, 2.564, -1.334], [0.484, 1.770, -1.284], [-0.612, 2.405, -2.123]], "atomic_forces_ev_per_a": [[0.11, -0.17, -0.09], [-0.12, -0.33, -0.43], [0.16, 0.16, 0.50], [-0.15, -0.24, 0.27], [0.09, -0.02, 0.05], [-0.03, 0.16, -0.24], [-0.07, -0.05, 0.01], [-0.95, 0.64, -0.28], [0.59, -0.02, 0.55], [0.35, -0.40, -0.05], [0.02, -0.01, -0.29], [-0.06, 0.12, 0.01], [0.06, 0.16, 0.01]]}


Record 8
{"formula": "C26H12Cl5F12MoNO2", "method": "the ωB97M-V functional and the def2-TZVPD basis", "max_force_ev_per_a": 3.103, "e_above_lowest_kcal_mol": 9.0, "gap_ev": [6.992, 6.876], "multiplicity": 3, "species": ["Mo", "C", "C", "C", "C", "C", "N", "C", "C", "C", "C", "C", "C", "C", "C", "O", "C", "F", "F", "F", "C", "F", "F", "F", "C", "C", "C", "O", "C", "F", "F", "F", "C", "F", "F", "F", "H", "H", "H", "H", "H", "H", "H", "H", "H", "H", "H", "H", "Cl", "C", "C", "C", "Cl", "C", "Cl", "C", "Cl", "C", "Cl"], "coordinates": [[-1.300, 0.426, 0.847], [3.545, 3.376, -3.188], [2.598, 2.451, -2.492], [3.006, 1.182, -2.098], [2.134, 0.331, -1.458], [0.824, 0.720, -1.152], [-0.003, -0.167, -0.461], [-0.025, -1.482, -0.908], [0.092, -1.761, -2.281], [0.141, -3.050, -2.755], [0.109, -4.136, -1.886], [0.260, -5.536, -2.388], [-0.087, -3.882, -0.536], [-0.181, -2.587, -0.043], [-0.426, -2.341, 1.431], [-1.140, -1.192, 1.664], [0.933, -2.168, 2.158], [0.788, -1.781, 3.425], [1.677, -3.277, 2.155], [1.649, -1.219, 1.537], [-1.250, -3.440, 2.148], [-0.611, -4.592, 2.374], [-2.351, -3.731, 1.448], [-1.658, -2.983, 3.335], [0.421, 2.021, -1.501], [1.306, 2.852, -2.183], [-0.994, 2.506, -1.200], [-1.543, 1.958, -0.068], [-1.927, 2.099, -2.362], [-2.083, 0.760, -2.332], [-1.464, 2.404, -3.575], [-3.144, 2.631, -2.253], [-1.079, 4.038, -0.958], [-0.081, 4.443, -0.169], [-1.042, 4.789, -2.064], [-2.214, 4.339, -0.327], [4.257, 2.818, -3.789], [3.012, 4.076, -3.824], [4.106, 3.947, -2.448], [4.017, 0.856, -2.293], [2.448, -0.661, -1.166], [0.147, -0.929, -2.968], [0.219, -3.223, -3.818], [0.815, -5.545, -3.322], [0.788, -6.157, -1.668], [-0.721, -5.977, -2.567], [-0.146, -4.720, 0.140], [0.992, 3.838, -2.488], [1.523, 1.498, 2.908], [-0.041, 1.509, 3.605], [-1.113, 1.212, 2.771], [-2.382, 1.300, 3.336], [-3.629, 0.953, 2.206], [-2.618, 1.616, 4.661], [-4.209, 1.695, 5.284], [-1.511, 1.847, 5.491], [-1.744, 2.173, 7.151], [-0.221, 1.800, 4.955], [1.129, 2.072, 5.960]], "atomic_forces_ev_per_a": [[-0.58, 0.05, 0.86], [0.03, 0.04, 0.13], [-0.17, -0.01, 0.07], [-0.19, 0.00, -0.02], [-0.17, 0.03, 0.20], [0.52, 0.95, -0.31], [0.10, 0.13, -0.07], [0.05, -1.49, -0.17], [-0.14, 0.28, 0.31], [0.07, -0.15, 0.20], [-0.01, 0.19, 0.15], [-0.13, -0.06, -0.07], [0.08, 0.10, -0.34], [-0.05, 0.23, -0.08], [0.61, -0.55, 0.27], [-0.38, -2.55, 0.96], [0.44, 0.14, 0.01], [-0.15, -0.01, 0.17], [-0.11, -0.19, -0.11], [0.08, -0.03, -0.05], [-0.48, -0.12, 0.22], [0.28, -0.05, -0.11], [-0.08, 0.06, -0.24], [0.05, -0.04, 0.16], [0.02, -0.20, 0.03], [0.22, -0.23, -0.02], [0.21, 0.38, -0.70], [-0.74, 2.68, -1.38], [-0.34, -0.35, -0.40], [0.01, -0.05, -0.02], [0.24, 0.19, 0.13], [-0.10, 0.15, 0.14], [-0.13, 0.41, 0.38], [0.21, -0.09, 0.12], [0.06, -0.18, -0.39], [-0.16, 0.01, -0.03], [0.07, 0.01, -0.10], [0.00, 0.10, -0.10], [0.10, 0.11, -0.03], [0.11, -0.04, -0.07], [0.06, -0.04, 0.02], [0.02, 0.04, -0.07], [0.08, 0.00, -0.14], [0.02, -0.08, -0.09], [0.01, -0.07, 0.03], [-0.01, -0.15, -0.05], [-0.02, -0.07, 0.09], [-0.03, 0.09, -0.03], [0.40, 0.08, -0.06], [-0.43, -0.13, -0.39], [0.17, 0.58, 1.33], [1.14, 0.11, 0.13], [-0.76, -0.22, -0.47], [0.22, 0.03, 0.21], [-0.18, -0.02, -0.05], [-0.08, -0.11, -0.44], [-0.04, 0.06, 0.13], [-0.23, -0.04, -0.06], [0.23, 0.09, 0.17]]}